1.
C38H26BCl2FeN9OS2 | ωB97M-V/def2-TZVPD

Results
* ⟨S²⟩: 0.79
* E_HOMO (spin up / spin down): -9.701 / -10.079 eV
* charge: +1
* orbital gap (spin up / spin down): 6.5 / 5.9 eV
* 2S+1: 2
* strongest force on any atom: 1.2 eV/A
* lowest unoccupied orbital energy (spin up / spin down): -3.1750 / -4.1794 eV

Positions of all 80 atoms, in Å:
Fe1 -0.179 -0.137 -0.074
C1 3.316 -4.146 -0.824
C2 3.352 -3.312 0.459
N1 2.020 -1.905 -0.903
N2 2.186 -2.487 -2.104
C3 2.814 -3.710 -1.990
B1 0.995 -1.940 -2.959
N3 -0.346 -2.346 -2.214
C4 -1.187 -3.317 -2.606
C5 -2.240 -3.391 -1.718
C6 -1.963 -2.402 -0.776
N4 -0.831 -1.771 -1.078
N5 1.019 -0.382 -2.946
C7 1.324 0.416 -3.979
C8 1.361 1.725 -3.542
C9 1.068 1.642 -2.184
N6 0.862 0.376 -1.820
H1 3.733 -5.142 -0.778
H2 4.296 -2.747 0.486
H3 2.810 -4.316 -2.884
H4 0.993 -2.383 -4.066
H5 -0.971 -3.892 -3.491
H6 -3.077 -4.065 -1.744
H7 -2.518 -2.110 0.102
H8 1.505 -0.009 -4.952
H9 1.580 2.605 -4.120
H10 0.995 2.431 -1.454
S1 2.179 4.001 5.030
C10 3.791 3.708 5.504
C11 4.456 2.942 4.596
C12 3.641 2.587 3.492
C13 2.374 3.094 3.580
C14 1.269 2.926 2.632
C15 1.232 1.780 1.810
N7 0.266 1.546 0.950
C16 -0.743 2.443 0.846
C17 -0.793 3.620 1.590
C18 -1.865 4.545 1.332
C19 -2.772 4.311 0.358
C20 -2.716 3.116 -0.441
C21 -3.556 2.848 -1.533
C22 -3.381 1.699 -2.279
C23 -2.397 0.785 -1.848
N8 -1.630 0.995 -0.801
C24 -1.744 2.167 -0.135
C25 -4.181 1.408 -3.471
C26 -4.950 2.278 -4.194
C27 -5.589 1.665 -5.301
C28 -5.293 0.341 -5.401
S2 -4.244 -0.172 -4.158
C29 0.243 3.841 2.508
H11 4.163 4.113 6.430
H12 5.488 2.648 4.708
H13 3.995 2.003 2.654
H14 2.010 1.029 1.876
H15 -1.919 5.450 1.923
H16 -3.554 5.033 0.156
H17 -4.335 3.555 -1.789
H18 -2.250 -0.157 -2.363
H19 -5.048 3.328 -3.958
H20 -6.235 2.186 -5.991
H21 -5.639 -0.363 -6.139
H22 0.243 4.744 3.107
Cl1 -2.361 -0.786 4.304
C30 -0.914 -1.623 3.898
C31 -0.339 -2.500 4.760
C32 0.809 -3.235 4.384
Cl2 1.363 -4.366 5.571
C33 1.451 -3.086 3.167
C34 2.563 -3.978 2.818
C35 3.304 -4.116 1.720
C36 2.255 -2.309 0.312
N9 1.391 -1.673 1.124
C37 0.929 -2.070 2.311
C38 -0.340 -1.401 2.611
O1 -0.904 -0.708 1.729
H23 -0.776 -2.676 5.732
H24 2.789 -4.689 3.600
H25 4.038 -4.915 1.742
H26 1.311 -1.199 -0.901

2.
C22H12N5O5 | ωB97M-V/def2-TZVPD

Results
* E_HOMO: -4.068 eV
* charge: -1
* orbital gap: 5.9 eV
* strongest force on any atom: 6.6 eV/A
* SMILES string: N#CC1=CC(=[N+]([O-])[O-])c2no[n+]([O-])c2[C@H]1[C@@](C#N)(C(=O)c1ccccc1)c1ccccc1
* lowest unoccupied orbital energy: 1.8534 eV

Positions of all 44 atoms, in Å:
N1 -3.386 -0.177 -2.060
C1 -2.282 0.256 -2.190
C2 -1.032 0.901 -2.439
C3 -0.966 2.018 -3.287
C4 0.230 2.593 -3.717
N2 0.231 3.901 -4.337
O1 1.271 4.576 -4.451
O2 -0.884 4.330 -4.712
C5 1.427 1.846 -3.431
N3 2.678 2.017 -3.910
O3 3.400 0.942 -3.440
N4 2.584 0.106 -2.640
O4 3.048 -0.935 -2.124
C6 1.347 0.728 -2.559
C7 0.160 0.251 -1.918
C8 0.302 -0.767 -0.335
C9 1.299 -1.844 -0.187
N5 1.959 -2.801 -0.036
C10 0.938 0.335 0.544
O5 1.298 1.435 0.119
C11 1.111 0.036 2.017
C12 0.975 -1.188 2.711
C13 1.016 -1.234 4.113
C14 1.203 -0.068 4.866
C15 1.393 1.138 4.185
C16 1.383 1.170 2.794
C17 -0.994 -1.297 0.295
C18 -1.717 -0.477 1.163
C19 -2.762 -1.015 1.898
C20 -3.136 -2.350 1.737
C21 -2.470 -3.133 0.798
C22 -1.393 -2.626 0.081
H1 -1.882 2.491 -3.604
H2 0.091 -0.953 -1.893
H3 0.807 -2.112 2.157
H4 0.880 -2.187 4.635
H5 1.195 -0.099 5.959
H6 1.535 2.062 4.750
H7 1.531 2.121 2.291
H8 -1.451 0.573 1.276
H9 -3.304 -0.379 2.586
H10 -3.972 -2.773 2.309
H11 -2.796 -4.146 0.612
H12 -0.865 -3.266 -0.625

3.
C13H24FeN3O | ωB97M-V/def2-TZVPD

Results
* ⟨S²⟩: 12.03
* E_HOMO (spin up / spin down): -18.986 / -18.988 eV
* charge: +3
* orbital gap (spin up / spin down): 9.9 / 4.1 eV
* 2S+1: 7
* strongest force on any atom: 5.3 eV/A
* lowest unoccupied orbital energy (spin up / spin down): -9.1305 / -14.9013 eV

Positions of all 42 atoms, in Å:
Fe1 -1.472 0.319 2.240
C1 -0.069 -0.275 -0.686
O1 -0.871 -0.049 0.420
H1 0.823 0.327 -0.859
H2 0.217 -1.315 -0.843
H3 -0.584 0.045 -1.591
C2 2.218 -0.540 -4.661
C3 2.915 0.096 -3.428
C4 4.260 0.763 -3.551
C5 5.297 0.156 -4.358
N1 6.141 -0.328 -4.965
H4 2.202 0.116 -5.531
H5 1.198 -0.724 -4.325
H6 2.768 -1.392 -5.062
H7 3.170 -0.739 -2.776
H8 2.249 0.659 -2.774
H9 4.748 0.957 -2.596
H10 3.921 1.681 -4.031
C6 2.148 -4.608 2.459
C7 1.738 -4.307 3.883
C8 1.644 -2.815 4.220
C9 0.654 -1.950 3.593
N2 -0.128 -1.198 3.069
H11 1.265 -4.521 1.826
H12 2.688 -5.549 2.360
H13 2.812 -3.833 2.075
H14 2.493 -4.847 4.453
H15 0.714 -4.641 4.048
H16 2.694 -2.557 4.084
H17 1.540 -2.700 5.299
C10 -6.353 3.402 0.337
C11 -5.037 4.125 -0.028
C12 -4.018 4.071 1.158
C13 -3.394 2.794 1.426
N3 -2.866 1.737 1.653
H18 -6.589 3.637 1.375
H19 -6.193 2.324 0.324
H20 -7.237 3.594 -0.271
H21 -5.293 5.184 -0.063
H22 -4.650 3.694 -0.951
H23 -4.537 4.409 2.055
H24 -3.225 4.801 0.993

4.
C8H12ClNO2 | ωB97M-V/def2-TZVPD

Results
* E_HOMO: -8.231 eV
* orbital gap: 8.9 eV
* strongest force on any atom: 2.7 eV/A
* SMILES string: CC#CC(Cl)=C(C)C.NC(=O)O
* lowest unoccupied orbital energy: 0.6778 eV

Positions of all 24 atoms, in Å:
C1 -3.013 2.211 -1.371
C2 -1.874 1.367 -1.108
C3 -0.969 0.589 -0.922
C4 0.327 0.052 -0.975
Cl1 1.423 1.206 -1.634
C5 0.784 -1.172 -0.663
C6 2.127 -1.634 -1.175
C7 -0.131 -2.165 0.059
H1 -3.998 1.758 -1.207
H2 -2.998 3.211 -0.894
H3 -2.854 2.366 -2.425
H4 2.864 -0.875 -1.007
H5 2.148 -1.663 -2.336
H6 2.337 -2.671 -0.774
H7 -0.548 -3.036 -0.580
H8 0.448 -2.579 1.022
H9 -0.883 -1.626 0.561
N1 1.345 -0.060 2.680
C8 0.301 0.576 2.093
O1 -0.801 0.151 2.027
O2 0.711 1.697 1.485
H10 2.096 0.588 2.428
H11 1.199 -0.471 3.590
H12 -0.039 2.180 1.126